Here is C24H17N2NiO5S2 as an isolated structure at a distorted geometry from the OMol25 dataset. Energies are from the ωB97M-V functional and the def2-TZVPD basis.

```
51
Properties=species:S:1:pos:R:3:mulliken_charge:R:1
Ni 0.35575 -0.82174 1.11272 0.195
O 1.97265 -1.17324 4.93602 -0.434
C 1.71595 -1.04864 3.65672 0.592
O 0.68055 -0.59864 3.21062 -0.586
C 2.87855 -1.48484 2.78322 -0.398
O 2.47295 -1.70964 1.44902 -0.331
C 2.46095 -3.06264 1.03542 -0.580
C 0.96535 -3.61294 0.84332 0.788
O 0.86545 -4.76674 0.50012 -0.681
O 0.07905 -2.76244 1.07832 -0.521
H 1.23965 -0.87904 5.50512 0.387
H 3.34885 -2.36744 3.22522 0.382
H 3.60675 -0.66254 2.77782 0.345
H 2.96645 -3.71994 1.74252 0.472
H 2.94375 -3.12364 0.05922 0.265
S 2.28755 -3.43244 -3.59998 -0.077
C 2.66435 -3.92054 -5.18988 -0.325
C 2.08465 -3.12214 -6.13198 -0.620
C 1.32005 -2.09214 -5.56958 -0.507
C 1.31655 -2.10514 -4.19298 0.358
C 0.66605 -1.20554 -3.27888 0.531
C 0.79515 -1.43124 -1.88868 0.230
N 0.26795 -0.65294 -0.97748 -0.263
C -0.47135 0.41166 -1.36268 0.214
C -0.67165 0.72806 -2.72478 1.067
C -1.45395 1.88356 -3.03708 -0.976
C -2.00185 2.65516 -2.06558 -1.080
C -1.82765 2.35226 -0.67938 1.032
C -2.36615 3.10746 0.36742 -0.568
C -2.13635 2.72756 1.68802 0.848
C -1.36045 1.56596 1.90692 -0.408
N -0.83885 0.85106 0.94112 -0.807
C -1.05405 1.21886 -0.34268 -0.368
C -2.64445 3.46126 2.81602 0.319
C -2.44775 3.20086 4.15502 -0.381
C -3.08385 4.11806 5.00082 -0.582
C -3.76565 5.07796 4.31192 -0.378
S -3.63935 4.87826 2.62082 -0.173
C -0.07955 -0.10174 -3.68408 -0.792
H 3.29545 -4.77374 -5.33898 0.456
H 2.20775 -3.27334 -7.19018 0.405
H 0.79095 -1.37034 -6.16518 0.366
H 1.35135 -2.29284 -1.54428 0.005
H -1.59755 2.13226 -4.07938 0.462
H -2.58275 3.52876 -2.32508 0.455
H -2.95495 3.98686 0.15332 0.477
H -1.17125 1.22046 2.91242 0.484
H -1.86665 2.37956 4.52962 0.380
H -3.04345 4.07186 6.07312 0.403
H -4.33605 5.89186 4.71022 0.463
H -0.20495 0.11846 -4.73318 0.455
```

## Properties
net charge = +1
LUMO energy (alpha / beta) = -0.1391 / -0.1479 hartree
<S²> = 2.00
spin multiplicity = 3
E_HOMO (alpha / beta) = -10.675 / -10.675 eV
orbital gap (alpha / beta) = 6.89 / 6.65 eV
strongest force on any atom = 2.83 eV/Å
calculated total energy = -101091.5484 eV

Here is a 2-piece molecular cluster, C4H5F3O overall at a distorted geometry from the OMol25 dataset. Energies are from the ωB97M-V functional and the def2-TZVPD basis.

```
13
Properties=species:S:1:pos:R:3:mulliken_charge:R:1
C 0.95238 -0.00687 0.96677 -0.497
C 0.24293 -1.27609 0.94816 -0.576
C 0.95310 -0.94634 -0.28423 0.248
C -2.27193 -0.51836 -0.04909 0.521
O -2.11039 0.61948 -0.77072 -0.433
F 2.07880 -1.51726 -0.53470 -0.293
F -3.03952 -0.48579 1.01277 -0.196
F -2.33353 -1.62479 -0.80280 -0.188
H 0.44360 0.90126 0.74322 0.189
H 1.91178 0.06860 1.45460 0.295
H 0.49769 -2.01896 1.62125 0.313
H 0.41373 -0.68871 -1.25169 0.278
H -2.64916 1.42093 -0.46461 0.338
```

## Properties
LUMO energy (alpha / beta) = 0.0013 / 0.0052 hartree
ΔE to the lowest compared entry with this formula, charge and spin = 438.5 kJ/mol
E_HOMO (alpha / beta) = -8.124 / -8.370 eV
orbital gap (alpha / beta) = 8.16 / 8.51 eV
strongest force on any atom = 4.19 eV/Å
calculated total energy = -14423.4994 eV

Here is C24H42Cl3CoN4O3Si as an isolated structure at a distorted geometry from the OMol25 dataset. Energies are from the ωB97M-V functional and the def2-TZVPD basis.

```
78
Properties=species:S:1:pos:R:3:mulliken_charge:R:1
C -1.36587 -2.51239 -4.66226 -1.686
C -0.65448 -3.06002 -3.46657 0.875
H -0.81405 -2.75426 -5.57973 0.389
H -1.50022 -1.42954 -4.59574 0.303
H -2.36116 -2.97530 -4.74158 0.366
C -0.19385 -4.31925 -3.43902 0.319
C -0.37595 -5.29034 -4.56000 -1.542
H 0.29837 -4.74379 -2.55974 0.341
H 0.02430 -4.91913 -5.51472 0.322
H -1.43766 -5.53519 -4.71694 0.344
H 0.13647 -6.22636 -4.31139 0.374
Co -2.58708 1.80106 0.36708 0.416
Cl -3.25532 3.63763 1.23943 -0.518
Cl -0.49756 2.34683 -0.70940 0.149
H 1.75701 4.77400 3.19756 0.295
H -1.42003 6.70552 1.74786 0.316
C 1.35364 4.90177 2.18660 -0.850
C -0.66117 6.06734 1.27719 -0.815
N -0.05786 5.20509 2.28508 0.175
H 1.51146 3.96546 1.62614 0.231
C -0.82760 4.47387 3.13160 -0.077
O -0.41482 3.58477 3.87990 -0.650
H -1.16917 5.46587 0.50821 0.254
H -1.89351 4.74324 3.06926 0.439
H 1.84052 5.73063 1.66453 0.322
H 0.12434 6.68104 0.82158 0.293
H 2.26749 -0.81032 -4.19648 0.241
H 2.37022 -3.61513 -3.18766 0.341
C 3.27119 -0.82617 -3.75060 -0.939
C 3.37468 -3.18575 -3.04558 -0.993
N 3.31764 -1.78607 -2.67185 0.270
H 3.52972 0.16732 -3.37907 0.296
C 3.15685 -1.39604 -1.38331 0.023
O 3.05862 -0.24228 -0.98554 -0.558
H 3.89150 -3.75964 -2.26568 0.347
H 3.17867 -2.26157 -0.68408 0.354
H 3.98969 -1.14620 -4.51257 0.398
H 3.92366 -3.26726 -3.98845 0.357
O 0.38444 -1.10566 -2.45924 -0.326
C -0.51301 -2.08116 -2.27080 -0.286
C 0.67356 -3.54141 -0.51446 0.389
C -0.45700 -2.83453 -0.91956 0.238
H 1.56908 -3.53855 -1.15082 0.683
C 0.63444 -4.28770 0.67446 -1.476
H -1.52304 -1.61137 -2.25260 0.430
C -1.61240 -2.83879 -0.13381 -0.561
H 1.52644 -4.84017 0.98727 0.372
C -0.53778 -4.32414 1.43951 -0.560
C -1.66443 -3.59898 1.03429 -0.725
H -2.46438 -2.23452 -0.46272 0.327
H -0.55695 -4.89581 2.37108 0.381
H -2.58117 -3.61578 1.62912 0.478
Si -0.04927 2.43163 -2.84127 0.281
Cl -4.03807 0.54342 -0.36502 -0.547
C 1.78431 2.44738 -2.95657 -0.828
C -0.59368 4.25248 -3.09144 -1.065
C -1.08948 1.26217 -3.83912 -0.320
H 2.24851 1.68394 -2.32735 0.101
H 2.15722 3.43430 -2.64552 0.380
H 2.06964 2.29420 -4.00747 0.338
H -0.59005 0.28987 -3.93524 -0.496
H -1.24868 1.67441 -4.84916 0.527
H -2.07547 1.11038 -3.37297 0.388
H -1.59499 4.41134 -2.66699 0.279
H -0.61726 4.53578 -4.15042 0.358
H 0.08961 4.96377 -2.58931 0.262
C -2.84897 0.52391 3.26794 -1.273
C -1.67260 0.03180 2.53159 0.334
N -1.28372 0.46098 1.33927 0.692
C -0.07824 -0.18719 1.04192 -0.094
C 0.24936 -0.99242 2.10642 -1.202
N -0.77796 -0.84950 3.01768 0.167
H -3.00542 -0.09007 4.15715 0.412
H -2.65333 1.56776 3.55258 0.137
H -3.73639 0.47461 2.61978 0.251
H 0.46100 -0.03735 0.11278 0.253
H 1.10291 -1.62598 2.25141 0.525
H -0.87266 -1.31996 3.91724 0.254
```

## Properties
LUMO energy (alpha / beta) = 0.0151 / -0.0777 hartree
ΔE to the lowest compared entry with this formula, charge and spin = 86.3 kJ/mol
<S²> = 6.01
spin multiplicity = 5
E_HOMO (alpha / beta) = -8.581 / -8.573 eV
orbital gap (alpha / beta) = 8.99 / 6.46 eV
strongest force on any atom = 2.66 eV/Å
calculated total energy = -120746.9895 eV

Here is a 2-piece molecular cluster, C2H3N4O overall at a distorted geometry from the OMol25 dataset. Energies are from the ωB97M-V functional and the def2-TZVPD basis.

```
10
Properties=species:S:1:pos:R:3:mulliken_charge:R:1
C -0.70743 1.62352 0.06207 0.140
C 0.85645 -0.26872 0.43320 0.149
N -0.94399 -0.69229 -0.58729 -0.258
N -0.31460 -1.76597 -0.40521 0.289
N 0.82863 -1.55177 0.32965 -0.397
N -0.26156 0.27831 -0.04652 0.454
O -1.70424 2.04447 -0.36009 -0.277
H 0.11109 2.13467 0.68974 0.290
H 2.92272 0.84360 0.48618 0.291
H -0.78708 -2.64583 -0.60172 0.320
```

## Properties
net charge = +1
LUMO energy (alpha / beta) = -0.2954 / -0.2199 hartree
ΔE to the lowest compared entry with this formula, charge and spin = 707.2 kJ/mol
E_HOMO (alpha / beta) = -16.389 / -16.497 eV
orbital gap (alpha / beta) = 8.35 / 10.51 eV
strongest force on any atom = 3.40 eV/Å
calculated total energy = -10115.4174 eV

Question: What is the calculated total energy in the third record?
Answer: -120746.9895 eV

Question: Look up the strongest force on any atom of the first one.
Answer: 2.83 eV/Å

Question: The lowest calculated total energy belongs to which entry?
Answer: C24H42Cl3CoN4O3Si